Entry from OMol25: 2 unconnected molecules or ions with the total composition C5H16NO in a non-equilibrium geometry (ωB97M-V/def2-TZVPD).

Geometry as XYZ:
```
23
Properties=species:S:1:pos:R:3:forces:R:3
C -1.06746 -1.27859 -0.13713 -2.4 2.8 -3.0
C -1.18613 -0.06134 0.85974 3.2 0.7 0.3
C 0.03284 1.02855 0.59163 -2.8 1.1 1.5
C -0.47808 2.05815 -0.41940 2.4 0.9 -2.3
C 0.42962 1.91618 1.87823 -2.8 -0.9 -1.4
N 0.02887 -2.33317 -0.01508 -4.0 -0.4 2.3
H -1.01091 -0.81961 -1.18926 0.8 -0.4 1.4
H -2.09444 -1.72155 -0.34570 1.4 -0.5 1.2
H -1.20864 -0.28752 1.94643 0.0 -0.5 -0.6
H -2.03044 0.59318 0.68536 -0.7 -0.8 -0.4
H 0.93493 0.52238 0.37923 0.9 -0.6 -0.9
H -0.05401 2.00407 -1.48974 0.3 0.1 1.7
H -0.23611 3.03267 0.04905 -0.2 -0.3 -1.1
H -1.48327 2.11596 -0.75826 -1.5 -0.5 0.8
H 0.27685 1.17395 2.60971 0.8 -0.3 1.9
H 1.40539 2.29932 1.73338 1.0 0.2 0.2
H -0.28555 2.76269 2.10190 0.7 -1.0 -0.5
H -0.39037 -3.12403 -0.55700 0.3 0.0 1.5
H 0.87132 -2.23957 -0.50840 2.2 1.4 -0.5
H 0.06818 -2.40818 1.06439 0.7 -0.9 -2.3
H 2.79951 -1.06821 -2.98488 -1.9 -1.5 3.4
H 2.39178 -2.37272 -3.15699 -0.8 -0.4 1.9
O 2.28612 -1.79261 -2.33720 2.5 1.8 -5.1
```
Positions in Å, forces in eV/Å.

Computed properties:
LUMO level = -3.5 eV
HOMO = -14.05 eV
total energy = -8973.1030 eV
charge = +1